Version one
{"formula": "C3H8N2S", "method": "wB97M-V/def2-TZVPD", "smiles": "CCN(N)C=S", "gap_ha": 0.3449, "species": ["C", "C", "C", "H", "H", "H", "H", "H", "H", "H", "H", "N", "N", "S"], "xyz": [[0.16, 0.49, -2.55], [-0.55, -0.52, -1.63], [-0.60, 0.40, 0.57], [-0.19, 0.38, -3.57], [-0.08, 1.51, -2.18], [1.20, 0.22, -2.58], [-0.31, -1.51, -2.03], [-1.61, -0.31, -1.63], [1.86, -0.38, 0.18], [1.04, -1.44, 0.94], [-1.39, 0.97, 0.02], [-0.06, -0.44, -0.27], [1.14, -1.10, 0.00], [-0.14, 0.57, 2.15]]}


Version two
{"formula": "C3H8N2S", "method": "wB97M-V/def2-TZVPD", "gap_ha": 0.3319, "species": ["C", "C", "C", "N", "N", "S", "H", "H", "H", "H", "H", "H", "H", "H"], "xyz": [[-0.83, -1.00, 0.67], [-1.19, -0.42, -0.75], [1.85, 0.70, 0.51], [0.34, -1.70, 0.43], [0.01, 0.13, -1.34], [1.27, -0.81, -0.48], [-0.78, 0.06, 1.22], [-1.69, -1.61, 0.99], [-1.46, -1.29, -1.41], [-1.93, 0.35, -0.48], [0.96, 1.24, 0.76], [2.47, 1.09, -0.25], [2.42, 0.15, 1.41], [0.15, 0.14, -2.29]]}


Name the most stable of them. version one.


Version one
{"formula": "C3H11N", "method": "wB97M-V/def2-TZVPD", "smiles": "CCC.N", "gap_ha": 0.4069, "species": ["N", "H", "H", "H", "C", "C", "C", "H", "H", "H", "H", "H", "H", "H", "H"], "xyz": [[-0.41, -0.06, 3.58], [0.24, -0.32, 2.85], [-0.48, -0.85, 4.21], [-1.28, 0.10, 3.14], [0.68, 1.26, -1.24], [0.62, -0.26, -1.25], [-0.73, -0.88, -1.56], [0.20, 1.67, -2.15], [1.70, 1.64, -1.28], [0.15, 1.73, -0.42], [0.80, -0.55, -0.23], [1.47, -0.73, -1.73], [-0.73, -1.94, -1.33], [-1.50, -0.44, -0.91], [-1.14, -0.75, -2.56]]}


Version two
{"formula": "C3H11N", "method": "wB97M-V/def2-TZVPD", "smiles": "CCC.N", "gap_ha": 0.3998, "species": ["N", "H", "H", "H", "C", "C", "C", "H", "H", "H", "H", "H", "H", "H", "H"], "xyz": [[2.70, 1.77, 2.49], [2.27, 2.06, 1.66], [2.72, 0.72, 2.56], [3.62, 2.24, 2.52], [-2.08, -0.75, -1.70], [-0.63, -0.23, -1.04], [-0.29, -0.87, 0.22], [-2.88, -0.07, -1.33], [-2.08, -0.43, -2.78], [-2.13, -1.87, -1.69], [0.11, -0.48, -1.81], [-0.60, 0.84, -1.10], [-0.13, -1.91, 0.24], [-1.05, -0.56, 0.89], [0.45, -0.45, 0.86]]}


Name the most stable of them. version one.


Version one
{"formula": "C4H7NOS", "method": "wB97M-V/def2-TZVPD", "smiles": "CS[C@@](C)(O)C#N", "gap_ha": 0.3725, "species": ["C", "C", "C", "C", "N", "O", "S", "H", "H", "H", "H", "H", "H", "H"], "xyz": [[1.68, 0.32, 0.26], [0.50, -1.69, 0.96], [-1.26, 1.80, -0.51], [0.17, -0.55, 0.04], [2.72, 0.81, 0.34], [0.20, -0.63, -1.33], [-1.26, 0.42, 0.61], [0.85, -1.28, 1.97], [-0.39, -2.42, 1.16], [1.22, -2.43, 0.64], [-1.14, 2.79, -0.02], [-2.18, 1.83, -0.99], [-0.46, 1.62, -1.39], [-0.67, -0.58, -1.76]]}


Version two
{"formula": "C4H7NOS", "method": "wB97M-V/def2-TZVPD", "smiles": "N#CC=O.CSC", "gap_ha": 0.3519, "species": ["C", "C", "C", "C", "N", "O", "S", "H", "H", "H", "H", "H", "H", "H"], "xyz": [[2.71, -0.11, -0.10], [3.13, 1.17, -0.68], [-0.27, 0.31, 0.92], [0.14, -2.02, -0.52], [3.58, 2.13, -1.07], [2.69, -0.33, 1.11], [0.32, -0.17, -0.65], [2.82, -0.95, -0.84], [0.22, -0.14, 1.84], [-0.29, 1.36, 1.09], [-1.41, -0.10, 1.11], [0.88, -2.36, -1.26], [0.50, -2.13, 0.60], [-0.85, -2.38, -0.58]]}


Name the most stable of them. version one.


Version one
{"formula": "C7H7N", "method": "wB97M-V/def2-TZVPD", "smiles": "C=CC(=C)C(=C)C#N", "gap_ha": 0.3339, "species": ["C", "C", "C", "C", "C", "C", "C", "H", "H", "H", "H", "H", "H", "H", "N"], "xyz": [[-1.86, 0.55, 1.17], [-0.79, 1.18, 0.56], [0.45, 0.57, 0.05], [1.61, 1.18, -0.48], [0.38, -0.81, -0.26], [1.17, -1.83, -0.01], [-0.86, -1.12, -1.09], [-2.56, 1.31, 1.43], [-2.16, -0.51, 1.26], [-0.97, 2.29, 0.48], [1.93, 2.26, -0.29], [2.35, 0.54, -0.99], [1.24, -2.79, -0.61], [1.93, -1.66, 0.59], [-1.84, -1.17, -1.82]]}


Version two
{"formula": "C7H7N", "method": "wB97M-V/def2-TZVPD", "smiles": "C1=C[C@@H]2[C@@H]3C=C[C@H]1N23", "gap_ha": 0.3463, "species": ["C", "C", "C", "C", "C", "C", "C", "H", "H", "H", "H", "H", "H", "H", "N"], "xyz": [[1.51, 0.17, -0.08], [1.00, -0.85, -0.82], [-0.15, -1.33, 0.00], [-1.26, -0.51, 0.10], [-1.22, 0.65, -0.68], [-0.26, 1.52, -0.21], [0.55, 0.70, 0.75], [2.34, 0.73, -0.67], [1.38, -1.19, -1.90], [-0.35, -2.43, -0.05], [-2.18, -1.07, 0.04], [-2.06, 0.86, -1.33], [-0.05, 2.67, -0.41], [1.09, 1.40, 1.39], [-0.16, -0.45, 1.22]]}


Name the most stable of them. version one.


Version one
{"formula": "C3H7NS", "method": "wB97M-V/def2-TZVPD", "smiles": "CCC(N)=S", "gap_ha": 0.3255, "species": ["C", "C", "C", "H", "H", "H", "H", "H", "H", "H", "N", "S"], "xyz": [[-1.13, -0.90, -0.46], [-0.51, -0.12, 0.64], [0.92, 0.13, 0.14], [-1.54, -0.17, -1.16], [-0.34, -1.46, -0.88], [-1.94, -1.55, -0.07], [-1.13, 0.81, 0.97], [-0.61, -0.73, 1.57], [0.70, 2.21, -0.36], [2.26, 1.60, -0.25], [1.29, 1.35, -0.19], [2.03, -1.17, 0.04]]}


Version two
{"formula": "C3H7NS", "method": "wB97M-V/def2-TZVPD", "smiles": "C/C=N/SC", "gap_ha": 0.3442, "species": ["C", "C", "C", "H", "H", "H", "H", "H", "H", "H", "N", "S"], "xyz": [[-2.59, 0.45, 0.03], [1.05, -0.74, 0.15], [2.31, 0.09, -0.06], [-2.15, 1.33, -0.58], [-2.82, 0.80, 1.01], [-3.49, 0.01, -0.45], [1.22, -1.84, 0.01], [2.23, 0.82, -0.84], [2.63, 0.63, 0.86], [3.15, -0.54, -0.29], [-0.05, -0.10, 0.17], [-1.49, -0.93, -0.02]]}


Version three
{"formula": "C3H7NS", "method": "wB97M-V/def2-TZVPD", "gap_ha": 0.3067, "species": ["C", "C", "C", "H", "H", "H", "H", "H", "H", "H", "N", "S"], "xyz": [[-0.78, 1.26, 0.70], [-0.28, 0.04, -0.13], [1.22, -0.29, 0.34], [-1.67, 1.71, 0.38], [-0.82, 1.07, 1.76], [-0.07, 2.00, 0.27], [1.14, -0.87, 1.62], [1.76, -1.13, -0.47], [1.83, 0.88, 0.50], [-1.00, -1.88, -2.81], [-1.04, -0.62, -0.99], [-0.29, -2.16, -1.16]]}


Name the most stable of them. version one.


Version one
{"formula": "C5H8O3", "method": "wB97M-V/def2-TZVPD", "smiles": "CC(=O)CO.C=C=O", "gap_ha": 0.3676, "species": ["C", "C", "C", "C", "C", "O", "O", "O", "H", "H", "H", "H", "H", "H", "H", "H"], "xyz": [[-1.11, 0.36, -1.10], [2.20, -0.84, 0.06], [-1.27, -0.76, 1.24], [2.61, 0.36, -0.37], [-0.56, 0.32, 0.46], [-1.10, 1.66, -1.58], [3.05, 1.42, -0.47], [-0.47, 1.44, 0.95], [-1.00, 2.23, -0.79], [-0.53, -0.32, -1.74], [-2.15, 0.00, -1.07], [2.83, -1.33, 0.79], [1.95, -1.56, -0.71], [-0.88, -0.77, 2.26], [-2.33, -0.51, 1.37], [-1.25, -1.71, 0.71]]}


Version two
{"formula": "C5H8O3", "method": "wB97M-V/def2-TZVPD", "gap_ha": 0.3430, "species": ["C", "C", "C", "C", "C", "H", "H", "H", "H", "H", "H", "H", "H", "O", "O", "O"], "xyz": [[-0.07, 1.45, -2.19], [-0.45, 0.47, -0.17], [0.73, 0.63, 0.60], [0.20, -1.28, 1.71], [-0.92, -0.90, -0.39], [0.28, 0.05, -2.09], [0.88, 2.25, -2.11], [-0.88, 1.76, -3.11], [1.24, 1.56, 0.62], [-0.57, -0.92, 2.40], [0.55, -2.09, 2.15], [-2.03, -1.18, -0.27], [-0.71, -1.16, -1.39], [-0.65, 1.51, -1.03], [1.20, -0.20, 1.54], [-0.02, -1.62, 0.30]]}


Version three
{"formula": "C5H8O3", "method": "wB97M-V/def2-TZVPD", "smiles": "C1=C\\OCOCCO/1", "gap_ha": 0.3562, "species": ["C", "C", "C", "C", "C", "H", "H", "H", "H", "H", "H", "H", "H", "O", "O", "O"], "xyz": [[0.35, 0.64, -0.57], [0.82, -0.07, -1.79], [-0.22, -1.68, -0.15], [-0.71, -1.07, 0.94], [-0.05, 1.32, 1.40], [0.97, 0.03, 0.07], [-0.65, 0.29, -0.73], [1.90, -0.17, -1.99], [0.26, 0.22, -2.69], [-0.39, -2.74, -0.13], [-1.21, -1.69, 1.67], [-0.56, 2.04, 2.02], [0.89, 0.95, 1.88], [0.37, -1.40, -1.38], [-0.98, 0.25, 1.36], [0.32, 1.92, 0.14]]}


Name the most stable of them. version one.